(one)
Here is an isolated molecule of C6H11NO from the Open Molecules 2025 dataset. Energies are from ωB97M-V/def2-TZVPD.

## Properties
Molecular weight ... 113.16 u
2S+1 ... 1
Structure (SMILES) ... CN/C=C/CCC=O
Lowest unoccupied orbital energy ... 1.0 eV
Net charge ... 0

Each line ends with the Löwdin charge.
Atoms and positions in Å:
C1 -2.9261 2.5555 1.2235  -0.109
N1 -1.5635 2.1283 1.0105  -0.100
C2 -1.1318 1.1618 0.1326  -0.175
C3 0.0716 0.5823 0.1413  -0.134
C4 0.4750 -0.3910 -0.9176  -0.209
C5 0.6401 -1.8768 -0.4728  -0.151
C6 2.1043 -2.1540 -0.2400  -0.293
O1 2.8928 -2.5140 -1.0717  0.052
H1 -2.9802 3.0110 2.2062  0.078
H2 -3.6366 1.7252 1.1896  0.080
H3 -3.2194 3.3098 0.5030  0.070
H4 -0.9091 2.3575 1.7389  0.117
H5 -1.8663 0.8886 -0.6150  0.121
H6 0.7734 0.8828 0.9232  0.105
H7 -0.2783 -0.3630 -1.7011  0.102
H8 1.3821 -0.0799 -1.4330  0.108
H9 0.1318 -2.0662 0.4692  0.105
H10 0.2376 -2.5522 -1.2301  0.113
H11 2.4300 -1.9237 0.7934  0.121

(two)
Here is a cluster of 2 separate species, C6H11NO in total from the Open Molecules 2025 dataset. Energies are from ωB97M-V/def2-TZVPD.

## Properties
Molecular weight ... 113.16 u
2S+1 ... 1
Structure (SMILES) ... CC1=C(C)N1.CC=O
Lowest unoccupied orbital energy ... 1.0 eV
Net charge ... 0

Each line ends with the Löwdin charge.
Atoms and positions in Å:
C1 2.4959 1.4074 0.2959  -0.032
C2 1.6480 0.2653 0.0752  -0.299
C3 0.7868 -0.6961 0.2714  -0.228
C4 0.3805 -1.8642 1.0592  -0.029
N1 1.0340 -0.2351 -1.1387  0.037
H1 3.3278 1.0849 0.9683  0.092
H2 1.7901 2.0431 0.8276  0.088
H3 2.9421 1.7636 -0.6823  0.108
H4 -0.2614 -1.4389 1.8563  0.091
H5 1.1500 -2.3544 1.5620  0.056
H6 -0.1363 -2.5723 0.4814  0.063
H7 0.3359 0.5300 -1.5455  0.079
C5 -2.6798 -0.1548 -0.8183  -0.050
C6 -1.7024 0.8700 -0.3018  -0.371
O1 -1.1305 0.8479 0.7566  0.021
H8 -2.0506 -0.6663 -1.5794  0.098
H9 -2.9515 -0.7767 0.0893  0.101
H10 -3.5730 0.3933 -1.0317  0.063
H11 -1.4059 1.5532 -1.1455  0.113

(three)
Here is a cluster of 2 separate species, C6H11NO in total from the Open Molecules 2025 dataset. Energies are from ωB97M-V/def2-TZVPD.

## Properties
Molecular weight ... 113.16 u
2S+1 ... 1
Structure (SMILES) ... [H]/N=C\C(=C)C.C=CO
Lowest unoccupied orbital energy ... 0.5 eV
Net charge ... 0

Each line ends with the Löwdin charge.
Atoms and positions in Å:
H1 -1.1258 -2.4497 -0.2108  0.029
N1 -1.7329 -1.7560 0.2266  0.093
C1 -1.0567 -0.7918 0.7666  -0.232
C2 0.4434 -0.7079 0.8509  -0.363
C3 0.9608 -0.0293 1.8876  0.045
C4 1.3089 -1.4022 -0.1531  -0.068
H2 -1.5859 -0.1203 1.4653  0.113
H3 2.0343 0.0954 1.9930  0.068
H4 0.3373 0.4627 2.6285  0.065
H5 1.8972 -0.6660 -0.7117  0.079
H6 1.9977 -2.0956 0.3395  0.085
H7 0.7434 -1.9808 -0.8861  0.066
C5 -1.2783 0.9976 -1.6543  -0.004
C6 -0.2603 1.7391 -1.1814  -0.295
O1 -0.4418 2.5931 -0.1367  -0.018
H8 -2.2914 1.1485 -1.2954  0.068
H9 -1.1281 0.3394 -2.5019  0.057
H10 0.7507 1.6913 -1.5632  0.107
H11 0.4276 2.9328 0.1368  0.105

Most stable structure: (one)